No. 1
Formula: C28H27HgN3SSi
Source: the Open Molecules 2025 dataset
Level of theory: ωB97M-V/def2-TZVPD

Geometry as XYZ:
```
61
Properties=species:S:1:pos:R:3
C 0.717 2.246 3.225
C 1.122 2.631 1.921
C -0.038 2.844 1.149
H 2.139 2.739 1.579
C -1.164 2.587 1.963
C -0.693 2.216 3.249
H -1.306 1.960 4.098
H 1.371 2.016 4.051
H -0.063 3.113 0.107
H -2.195 2.652 1.656
Hg 0.005 0.632 1.755
C -0.368 0.053 -0.286
H -1.307 0.505 -0.621
H -0.436 -1.013 -0.533
H 0.420 0.461 -0.929
Si -0.551 -1.409 -4.362
C 1.244 -1.175 -4.836
C 1.897 0.034 -4.582
H 1.354 0.856 -4.131
C 3.233 0.207 -4.913
H 3.721 1.151 -4.710
C 3.942 -0.829 -5.506
H 4.983 -0.694 -5.767
C 3.309 -2.035 -5.769
H 3.855 -2.844 -6.237
C 1.972 -2.204 -5.437
H 1.489 -3.149 -5.656
C -1.547 0.124 -4.762
C -1.352 0.809 -5.965
H -0.598 0.466 -6.664
C -2.099 1.935 -6.275
H -1.933 2.453 -7.211
C -3.059 2.399 -5.385
H -3.642 3.278 -5.626
C -3.264 1.734 -4.185
H -4.007 2.095 -3.485
C -2.514 0.608 -3.878
H -2.680 0.104 -2.933
H -0.704 -1.680 -2.906
H -1.061 -2.601 -5.093
N 0.388 -2.163 5.193
C 0.530 -1.143 6.025
C 0.673 -1.229 7.409
C 0.706 -0.043 8.144
C 0.576 1.187 7.488
C 0.429 1.246 6.091
C 0.434 0.039 5.324
N 0.280 -0.245 3.959
C 0.193 -1.591 3.986
C -0.308 -2.290 2.868
C -0.667 -3.634 2.903
S -1.555 -3.958 1.540
C -1.444 -2.378 0.990
N -0.660 -1.570 1.784
H 0.334 -3.171 5.458
H 0.729 -2.188 7.908
H 0.803 -0.073 9.221
H 0.571 2.102 8.067
H 0.286 2.244 5.719
H -0.507 -4.335 3.711
H -1.986 -2.083 0.103
```

## Properties
Total charge = 0
Energy relative to the best compared isomer or geometry (same formula, charge and spin) = 53.4 kJ/mol
Orbital gap = 5.750 eV
E_LUMO = -0.0062 hartree
Multiplicity = 1
HOMO energy = -5.92 eV

Quick look at the Löwdin charges, all values in e: -0.262 -0.219 -0.274 0.093 -0.230 -0.252 0.092 0.078 0.096 0.095 1.175 -0.285 -0.023 -0.069 -0.028 0.733 -0.333 -0.104 0.104 -0.087 0.102 -0.092 0.100 -0.094 0.100 -0.118 0.090 -0.332 -0.108 0.102 -0.090 0.101 -0.091 0.100 -0.089 0.101 -0.114 0.084 -0.033 -0.029 0.179 -0.251 -0.011 -0.089 -0.079 -0.009 -0.183 0.103 -0.257 -0.350 -0.362 1.072 -0.424 -0.068 0.194 0.106 0.099 0.102 0.088 0.073 0.077

***

No. 2
Formula: C28H27InN3SSi
Source: the Open Molecules 2025 dataset
Level of theory: ωB97M-V/def2-TZVPD

Geometry as XYZ:
```
61
Properties=species:S:1:pos:R:3
C -1.117 -0.332 0.469
C -0.564 -1.568 0.852
C 0.705 -1.333 1.465
H -1.033 -2.548 0.747
C 0.939 0.055 1.499
C -0.165 0.716 0.828
H -0.408 1.783 0.904
H -2.110 -0.162 0.038
H 1.361 -2.107 1.871
H 1.761 0.564 2.013
In 1.052 0.623 -1.176
C 0.985 -1.010 -2.338
H 1.354 -1.840 -1.742
H -0.113 -1.132 -2.469
H 1.421 -1.173 -3.314
Si -0.336 -3.919 -2.745
C -2.005 -3.383 -3.464
C -3.088 -2.994 -2.669
H -3.053 -3.169 -1.591
C -4.205 -2.372 -3.249
H -5.029 -2.050 -2.627
C -4.265 -2.166 -4.626
H -5.129 -1.678 -5.084
C -3.200 -2.603 -5.431
H -3.244 -2.450 -6.518
C -2.079 -3.212 -4.863
H -1.243 -3.538 -5.482
C -0.282 -4.997 -1.204
C -1.386 -5.752 -0.791
H -2.181 -5.968 -1.506
C -1.437 -6.214 0.525
H -2.297 -6.779 0.866
C -0.370 -5.990 1.407
H -0.418 -6.325 2.439
C 0.785 -5.329 0.942
H 1.649 -5.188 1.615
C 0.858 -4.883 -0.373
H 1.776 -4.414 -0.762
H -0.433 -2.824 -1.715
H -0.214 -5.111 -3.582
N 3.385 3.904 0.283
C 2.225 4.676 0.133
C 1.883 5.878 0.738
C 0.517 6.253 0.685
C -0.450 5.443 0.074
C -0.084 4.220 -0.532
C 1.272 3.858 -0.482
N 1.870 2.615 -0.727
C 3.140 2.672 -0.253
C 3.936 1.471 -0.079
C 5.126 1.274 0.592
S 5.424 -0.425 0.819
C 3.953 -0.789 -0.031
N 3.308 0.284 -0.456
H 4.266 4.185 0.719
H 2.659 6.463 1.224
H 0.206 7.202 1.137
H -1.495 5.761 0.063
H -0.794 3.554 -1.017
H 5.746 2.082 0.957
H 3.586 -1.805 -0.180
```

## Properties
Total charge = +1
Energy relative to the best compared isomer or geometry (same formula, charge and spin) = 359.0 kJ/mol
Orbital gap = 6.704 eV
E_LUMO = -0.1383 hartree
Multiplicity = 1
HOMO energy = -10.47 eV

Quick look at the Löwdin charges, all values in e: -0.150 -0.126 -0.123 0.100 -0.189 -0.273 0.089 0.107 0.099 0.106 1.043 -0.278 -0.032 -0.020 0.016 0.773 -0.348 -0.108 0.101 -0.086 0.099 -0.087 0.106 -0.089 0.107 -0.124 0.088 -0.370 -0.105 0.107 -0.083 0.102 -0.085 0.100 -0.107 0.104 -0.141 0.091 0.040 0.034 0.196 -0.173 0.010 -0.053 -0.052 -0.002 -0.205 0.064 -0.206 -0.291 -0.285 1.097 -0.379 -0.045 0.184 0.118 0.117 0.117 0.115 0.087 0.100

***

No. 3
Formula: C28H27N3O6
Source: the Open Molecules 2025 dataset
Level of theory: ωB97M-V/def2-TZVPD

Geometry as XYZ:
```
64
Properties=species:S:1:pos:R:3
C -3.696 -2.440 -2.906
C -2.519 -1.780 -2.200
O -2.683 -1.670 -0.790
C -2.590 -2.868 -0.089
C -3.698 -3.667 0.127
C -3.575 -4.842 0.851
C -2.343 -5.215 1.359
C -1.230 -4.415 1.169
C -1.344 -3.232 0.450
N -0.296 -2.339 0.242
C 0.975 -2.362 0.732
O 1.459 -3.289 1.346
C 1.750 -1.114 0.440
C 1.141 0.128 0.292
C 1.908 1.266 0.070
C 3.290 1.157 -0.027
C 3.898 -0.078 0.142
C 3.136 -1.211 0.385
H 3.597 -2.177 0.521
N 5.308 -0.185 0.060
C 5.949 -1.157 -0.695
O 5.395 -1.987 -1.361
C 7.441 -0.956 -0.529
C 7.587 0.254 0.383
C 6.172 0.675 0.723
O 5.832 1.573 1.442
H 8.123 0.036 1.306
H 8.094 1.092 -0.098
H 7.890 -0.812 -1.512
H 7.871 -1.864 -0.105
H 3.870 2.045 -0.223
C 1.286 2.611 -0.173
O 1.823 3.442 -0.876
N 0.087 2.769 0.445
C -0.875 3.765 0.264
C -0.624 4.981 -0.348
C -1.648 5.902 -0.499
C -2.916 5.609 -0.039
C -3.182 4.392 0.573
C -2.170 3.461 0.733
O -2.291 2.232 1.334
C -3.573 1.719 1.642
C -4.308 1.209 0.407
H -5.291 0.844 0.694
H -3.751 0.393 -0.049
H -4.426 2.006 -0.324
H -3.374 0.890 2.327
H -4.170 2.468 2.175
H -4.183 4.186 0.917
H -3.716 6.324 -0.155
H -1.448 6.848 -0.977
H 0.370 5.189 -0.709
H -0.245 2.023 1.041
H 0.065 0.211 0.353
H -0.588 -1.522 -0.281
H -0.271 -4.691 1.575
H -2.245 -6.134 1.917
H -4.442 -5.463 1.015
H -4.656 -3.358 -0.263
H -1.595 -2.330 -2.428
H -2.408 -0.746 -2.541
H -3.781 -3.484 -2.616
H -4.621 -1.925 -2.655
H -3.544 -2.387 -3.980
```

## Properties
Total charge = 0
Energy relative to the best compared isomer or geometry (same formula, charge and spin) = 0.0 kJ/mol
Orbital gap = 8.521 eV
E_LUMO = 0.0098 hartree
Multiplicity = 1
HOMO energy = -8.25 eV

Quick look at the Löwdin charges, all values in e: -0.067 -0.238 -0.112 -0.218 -0.019 -0.085 -0.079 0.000 -0.143 0.155 -0.404 0.091 -0.095 0.037 -0.094 0.082 -0.142 0.081 0.132 0.098 -0.406 0.124 -0.063 -0.063 -0.406 0.126 0.129 0.129 0.129 0.129 0.133 -0.409 0.088 0.150 -0.142 -0.005 -0.088 -0.091 -0.027 -0.199 -0.069 -0.233 -0.050 0.081 0.057 0.073 0.126 0.114 0.106 0.102 0.102 0.104 0.124 0.115 0.121 0.103 0.104 0.102 0.118 0.127 0.124 0.071 0.080 0.078